[1]
# C5H9NO

A 4-piece molecular cluster, C5H9NO overall (ωB97M-V/def2-TZVPD, the OMol25 dataset).

Each line ends with the natural charge from an NBO analysis.
Cartesian coordinates (Å):
C 1.10251 1.15624 -0.57215  -0.62
C -0.02033 0.13160 -0.67468  -0.24
C -1.32657 0.50498 -0.36220  -0.32
C 0.51260 -1.18504 1.20752  0.21
O 0.01311 -0.63726 2.20920  -0.58
C 0.18221 -0.98590 -1.55454  0.26
N 0.37256 -1.89889 -2.25663  -0.34
H 1.05292 1.66380 0.40012  0.23
H 2.08897 0.68795 -0.66729  0.23
H 1.01294 1.91369 -1.36346  0.22
H -1.52983 1.56555 -0.19855  0.23
H -1.66172 0.25920 1.11939  -0.04
H -2.16697 -0.06766 -0.75757  0.24
H 0.05796 -2.08142 0.74871  0.15
H 1.55190 -0.95918 0.92600  0.15
H -1.24225 -0.06765 1.79612  0.22

Cartesian forces (eV/Å) of the 6 atoms listed first:
C -0.02 -0.03 0.00
C -0.40 0.34 0.02
C 0.47 0.05 -0.66
C 0.04 0.03 0.34
O 0.29 -0.45 -0.53
C 0.24 -1.34 -0.87

**Energy relative to the best compared isomer or geometry (same formula, charge and spin)**: 483.8 kJ/mol
**Maximum force**: 0.03569 hartree/bohr
**E**: -8864.19862 eV
**Kohn-Sham gap**: 0.34126 Ha
**E_LUMO**: 0.112 eV
**E_HOMO**: -9.174 eV

***

[2]
# C20H24ClN2O2

An isolated ion of composition C20H24ClN2O2 and charge +1 (ωB97M-V/def2-TZVPD, the OMol25 dataset).

Each line ends with the natural charge from an NBO analysis.
Cartesian coordinates (Å):
C 2.05666 5.80049 -2.48611  -0.64
C 3.05530 4.67329 -2.71028  -0.06
O 2.41655 3.45650 -3.08218  -0.47
C 1.63126 2.74696 -2.26120  0.25
C 0.78406 1.83379 -2.90759  -0.06
Cl 0.82014 1.77282 -4.62658  0.06
C -0.06929 0.99330 -2.21636  -0.25
C -0.09754 1.04002 -0.83233  -0.09
C -0.98126 0.10970 -0.05554  -0.23
N -0.19824 -1.07542 0.42574  -0.54
C 0.22331 -2.00351 -0.65960  -0.22
C -0.87894 -3.03673 -0.90876  -0.44
C -1.11716 -3.83612 0.33368  -0.16
C -0.55345 -5.04019 0.65381  0.01
N -0.92738 -5.41363 1.90782  -0.50
C -1.75046 -4.46339 2.43537  0.12
C -2.38135 -4.40243 3.67239  -0.20
C -3.17968 -3.31049 3.93138  -0.20
C -3.37092 -2.30858 2.97514  -0.21
C -2.75030 -2.35853 1.74730  -0.29
C -1.90205 -3.43988 1.46547  -0.06
C 0.73812 1.92918 -0.16178  -0.32
C 1.59603 2.78189 -0.84448  0.33
O 2.42760 3.65344 -0.21680  -0.51
C 2.32467 3.83808 1.17722  -0.26
H 1.43679 5.60284 -1.61521  0.21
H 2.59334 6.73098 -2.32787  0.23
H 1.41413 5.90954 -3.35653  0.22
H 3.68536 4.89658 -3.57483  0.20
H 3.68931 4.52957 -1.83301  0.19
H -0.72056 0.33946 -2.77332  0.23
H -1.79476 -0.25209 -0.68378  0.23
H -1.39953 0.60912 0.82058  0.24
H 0.62402 -0.71799 0.91978  0.44
H -0.78124 -1.63661 1.08596  0.48
H 1.13071 -2.52011 -0.34286  0.23
H 0.44605 -1.41739 -1.55255  0.24
H -1.79876 -2.54398 -1.22648  0.22
H -0.55816 -3.69440 -1.71548  0.25
H 0.08669 -5.66132 0.05799  0.22
H -0.67710 -6.27913 2.35595  0.43
H -2.25808 -5.19181 4.39689  0.23
H -3.68742 -3.23333 4.87942  0.23
H -4.03358 -1.48797 3.20272  0.22
H -2.97407 -1.60725 1.00208  0.21
H 0.70635 1.96576 0.91617  0.22
H 3.01210 4.64882 1.41095  0.22
H 2.63071 2.94208 1.72600  0.18
H 1.31200 4.12806 1.47167  0.18

Cartesian forces (eV/Å) of the 6 atoms listed first:
C 0.14 -0.41 -0.11
C 0.27 0.78 0.14
O -0.14 -0.44 0.20
C -0.13 -0.12 -0.10
C 0.18 0.20 0.12
Cl -0.08 -0.07 -0.07

**Energy relative to the best compared isomer or geometry (same formula, charge and spin)**: 2.9 kJ/mol
**Maximum force**: 0.01626 hartree/bohr
**Total charge**: +1
**E**: -40721.02138 eV
**Kohn-Sham gap**: 0.31831 Ha
**E_LUMO**: -2.436 eV
**E_HOMO**: -11.097 eV

***

[3]
# CH7OS2

A 2-piece molecular cluster, CH7OS2 overall (ωB97M-V/def2-TZVPD, the OMol25 dataset).

Each line ends with the natural charge from an NBO analysis.
Cartesian coordinates (Å):
O -1.25565 -2.55302 -0.34450  -0.95
H 2.11344 0.21373 0.54495  0.22
H -1.46861 -3.02760 -1.10663  0.48
H -1.26342 -3.15409 0.32206  0.47
C -0.41861 0.59939 0.71762  -0.74
S 1.22313 1.25502 0.28324  0.42
S 1.54054 2.03261 -1.52538  0.08
H -0.94412 1.44783 1.18198  0.27
H -0.32731 -0.24260 1.38385  0.29
H -1.01117 0.20087 -0.14263  0.30
H 1.81177 3.22787 -1.31456  0.16

Cartesian forces (eV/Å) of the 6 atoms listed first:
O 0.66 3.96 -1.12
H -0.77 0.65 -0.86
H -0.55 -1.09 -2.00
H -0.06 -2.77 3.16
C -1.30 0.23 -1.47
S 0.73 0.09 2.36

**Energy relative to the best compared isomer or geometry (same formula, charge and spin)**: 108.7 kJ/mol
**Maximum force**: 0.09766 hartree/bohr
**Total charge**: +1
**E**: -24859.78239 eV
**Kohn-Sham gap**: 0.37530 Ha
**E_LUMO**: -4.861 eV
**E_HOMO**: -15.073 eV

***

[4]
# C3H4FN

One molecule with the formula C3H4FN (ωB97M-V/def2-TZVPD, the OMol25 dataset).

Each line ends with the natural charge from an NBO analysis.
Cartesian coordinates (Å):
C 1.85231 -1.01259 0.15550  -0.68
C 0.72971 -0.36601 0.08278  0.50
N -0.13155 0.46408 0.29696  -0.48
C -1.43155 0.79083 -0.07286  0.18
F -1.64122 1.38079 -1.32897  -0.38
H 2.89043 -0.77225 0.03389  0.26
H 1.58417 -2.06700 0.26496  0.24
H -2.05578 -0.14012 -0.03852  0.18
H -1.79653 1.72227 0.60625  0.17

Cartesian forces (eV/Å) of the 6 atoms listed first:
C -0.61 -2.25 -0.16
C 0.69 2.62 0.17
N -0.20 -1.08 0.13
C -1.95 2.54 1.08
F 0.66 -0.68 -0.32
H -0.13 0.56 -0.28

**Energy relative to the best compared isomer or geometry (same formula, charge and spin)**: 173.6 kJ/mol
**Maximum force**: 0.06583 hartree/bohr
**E**: -7380.73711 eV
**Kohn-Sham gap**: 0.34406 Ha
**E_LUMO**: 0.493 eV
**E_HOMO**: -8.870 eV